No. 1
Formula: C4H8S
Source: OMol25
Level of theory: ωB97M-V with the def2-TZVPD basis set

Last column: natural (NBO) charge in e.
Element x y z (Å)
C: -1.1518 0.4992 1.6784  -0.61
C: -0.0576 0.6845 0.6796  -0.24
C: 0.8980 -0.4882 0.6378  -0.48
C: -0.5297 0.7100 -0.8447  -0.52
H: -1.9007 1.3132 1.8167  0.22
H: -1.6916 -0.3943 1.4105  0.21
H: -0.5742 0.3606 2.6659  0.21
H: 0.4872 1.6518 0.7488  0.21
H: 1.9929 -0.1417 0.7555  0.22
H: 0.6886 -1.3474 1.2782  0.22
H: -1.5136 0.4184 -1.1259  0.21
H: -0.1526 1.5789 -1.4509  0.21
S: 0.4819 -0.7421 -1.1878  0.14

Frontier orbital gap, eV: 9.5
Energy above the lowest of the compared OMol25 structures with the same formula, charge and spin, kJ/mol: 49.7
LUMO energy, eV: 1.06
HOMO energy, eV: -8.4480

***

No. 2
Formula: C4H8S
Source: OMol25
Level of theory: ωB97M-V with the def2-TZVPD basis set

Last column: natural (NBO) charge in e.
Element x y z (Å)
C: -2.4056 0.2644 0.0560  -0.75
S: -1.0459 -0.9138 -0.2843  0.19
C: 0.4930 -0.3880 0.4143  -0.40
C: 1.9122 -0.6916 -0.1732  -0.41
C: 1.2550 0.7284 -0.3341  -0.43
H: -2.2064 1.3960 -0.3989  0.23
H: -2.7565 0.0530 1.0131  0.22
H: -3.2293 -0.0735 -0.6385  0.24
H: 0.4915 -0.4727 1.4877  0.22
H: 2.1753 -1.4460 -0.9257  0.23
H: 2.6011 -0.8054 0.7698  0.21
H: 1.7471 1.3897 0.3695  0.22
H: 0.9686 0.9598 -1.3558  0.24

Frontier orbital gap, eV: 9.5
Energy above the lowest of the compared OMol25 structures with the same formula, charge and spin, kJ/mol: 165.9
LUMO energy, eV: 1.05
HOMO energy, eV: -8.4055

***

No. 3
Formula: C4H8S2
Source: OMol25
Level of theory: ωB97M-V with the def2-TZVPD basis set

Last column: natural (NBO) charge in e.
Element x y z (Å)
S: 2.3331 0.5715 -0.4988  -0.03
C: 1.0432 0.0590 0.6648  -0.50
C: -0.2682 0.2996 -0.0717  -0.20
S: -0.6945 2.0103 -0.3535  0.01
C: -0.7097 -0.7425 -1.1322  -0.40
C: -1.4400 -0.6779 0.1576  -0.41
H: 3.4105 0.2374 0.1178  0.11
H: 1.0823 0.6020 1.5213  0.21
H: 1.0881 -0.9842 0.9621  0.21
H: -0.9360 2.3702 0.9209  0.12
H: -1.1010 -0.3159 -1.9802  0.22
H: -0.1335 -1.6014 -1.3791  0.23
H: -2.4242 -0.2787 0.3119  0.23
H: -1.2500 -1.5495 0.7590  0.21

Frontier orbital gap, eV: 9.7
Energy above the lowest of the compared OMol25 structures with the same formula, charge and spin, kJ/mol: 150.5
LUMO energy, eV: 0.84
HOMO energy, eV: -8.8341

***

No. 4
Formula: C4H8S2
Source: OMol25
Level of theory: ωB97M-V with the def2-TZVPD basis set

Last column: natural (NBO) charge in e.
Element x y z (Å)
C: -1.3307 1.3681 0.1539  -0.62
C: -0.4245 0.3946 -0.6008  -0.33
C: 0.3406 -1.6729 0.4465  -0.51
C: 0.7697 -0.1541 0.2737  -0.38
H: -2.2941 1.3573 -0.3790  0.22
H: -0.9740 2.4352 0.1466  0.21
H: -1.4117 0.9790 1.1926  0.21
H: -0.0942 0.7298 -1.5688  0.22
H: 0.1888 -1.8576 1.5147  0.21
H: 0.9823 -2.4548 0.0606  0.22
H: 0.8578 0.3093 1.2458  0.23
H: 2.1450 -0.1261 -1.6386  0.12
S: -1.1511 -1.2524 -0.5316  0.19
S: 2.3961 -0.0552 -0.3155  0.01

Frontier orbital gap, eV: 9.7
Energy above the lowest of the compared OMol25 structures with the same formula, charge and spin, kJ/mol: 115.3
LUMO energy, eV: 0.88
HOMO energy, eV: -8.8086

***

No. 5
Formula: C4H8S3
Source: OMol25
Level of theory: ωB97M-V with the def2-TZVPD basis set

Last column: natural (NBO) charge in e.
Element x y z (Å)
C: 2.7996 0.1947 0.7899  -0.75
S: 2.5416 -0.7400 -0.7313  0.25
C: 0.7664 -0.9722 -0.6199  -0.73
S: -0.2578 0.4726 -0.8117  0.33
C: -1.7750 -0.1204 -0.2046  -0.29
C: -2.7447 0.9960 -0.1763  -0.69
S: -2.1803 -1.6774 -0.0439  0.00
H: 2.4621 1.2147 0.7003  0.22
H: 3.8749 0.1896 0.8822  0.23
H: 2.3732 -0.3019 1.7045  0.22
H: 0.4469 -1.7650 -1.3057  0.26
H: 0.5165 -1.3322 0.4002  0.24
H: -2.2320 1.9009 0.1528  0.22
H: -2.9709 1.1332 -1.1991  0.24
H: -3.6206 0.8075 0.4627  0.24

Frontier orbital gap, eV: 8.5
Energy above the lowest of the compared OMol25 structures with the same formula, charge and spin, kJ/mol: 35.3
LUMO energy, eV: -0.08
HOMO energy, eV: -8.5963

***

No. 6
Formula: C4H8S3
Source: OMol25
Level of theory: ωB97M-V with the def2-TZVPD basis set

Last column: natural (NBO) charge in e.
Element x y z (Å)
C: -1.6846 -0.8117 -1.0632  -0.55
C: 0.2292 -0.8140 0.3870  -0.36
C: 0.1667 1.6897 -0.3564  -0.62
C: 0.8998 0.4929 0.3247  -0.36
S: -0.0733 -1.7271 1.7945  0.10
S: 1.7505 1.0411 1.7843  0.02
S: 1.5508 -0.7674 -0.7132  0.23
H: -2.2480 -1.6072 -0.6466  0.19
H: -1.1544 -0.9972 -1.9606  0.19
H: -0.3733 1.3673 -1.3267  0.23
H: 0.9575 2.3980 -0.7203  0.23
H: -0.5045 2.1404 0.4006  0.22
H: -0.3929 -2.8989 1.1416  0.14
H: 2.7303 0.1854 1.6726  0.14
H: -1.8539 0.3087 -0.7182  0.21

Frontier orbital gap (alpha / beta), eV: 7.9 / 7.8
Energy above the lowest of the compared OMol25 structures with the same formula, charge and spin, kJ/mol: 388.3
LUMO energy (alpha / beta), eV: 0.01 / 0.15
HOMO energy (alpha / beta), eV: -7.8412 / -7.6580

***

No. 7
Formula: C4H8Se
Source: OMol25
Level of theory: ωB97M-V with the def2-TZVPD basis set

Last column: natural (NBO) charge in e.
Element x y z (Å)
C: 0.7502 -1.0344 -0.2145  -0.51
C: 1.1789 0.1910 -0.9280  -0.29
C: -0.5639 -1.0210 0.6874  -0.56
C: -2.0189 1.4499 0.3124  -0.74
Se: -2.0532 -0.2323 -0.2186  0.45
H: 0.3492 -1.8809 -0.8268  0.22
H: 1.4928 -1.4671 0.4720  0.22
H: 2.0126 0.8348 -0.4550  0.18
H: 0.7689 0.5164 -1.9101  0.19
H: -0.9276 -1.9291 1.0923  0.23
H: -0.5385 -0.3205 1.4875  0.21
H: -1.6840 1.8109 1.3481  0.21
H: -2.6737 2.0400 -0.2256  0.19

Frontier orbital gap (alpha / beta), eV: 8.7 / 7.0
Energy above the lowest of the compared OMol25 structures with the same formula, charge and spin, kJ/mol: 379.7
LUMO energy (alpha / beta), eV: 0.42 / 0.14
HOMO energy (alpha / beta), eV: -8.3079 / -6.8938

***

No. 8
Formula: C4H8Se
Source: OMol25
Level of theory: ωB97M-V with the def2-TZVPD basis set

Last column: natural (NBO) charge in e.
Element x y z (Å)
C: -1.0317 -0.7793 0.5007  -0.42
C: -0.8363 0.7855 0.5557  -0.43
C: -1.0383 0.1484 -0.7617  -0.42
C: 2.6090 0.2040 -2.1000  -0.45
Se: 2.9656 1.1224 -0.5462  0.26
H: -0.1576 -1.2423 0.5322  0.19
H: -1.9810 -1.2657 0.9417  0.22
H: -1.6275 1.4160 0.9271  0.21
H: 0.0553 1.1867 0.9514  0.20
H: -2.0061 0.2662 -1.2233  0.21
H: -0.1842 0.0090 -1.3911  0.23
H: 3.4015 -0.5133 -2.2840  0.13
H: 2.0019 2.1509 -0.5037  0.06

Frontier orbital gap, eV: 8.3
Energy above the lowest of the compared OMol25 structures with the same formula, charge and spin, kJ/mol: 440.3
LUMO energy, eV: -0.61
HOMO energy, eV: -8.9094

***

No. 9
Formula: C4H8Si
Source: OMol25
Level of theory: ωB97M-V with the def2-TZVPD basis set

Last column: natural (NBO) charge in e.
Element x y z (Å)
C: -2.1296 0.6820 0.1876  -0.39
C: -1.3128 -0.2609 -0.1902  -0.15
C: 0.1622 -0.3047 -0.5296  -0.62
C: 1.1552 -0.9963 0.3462  -0.81
Si: 1.6092 0.7295 -0.0424  0.99
H: -1.9479 1.7458 0.2748  0.20
H: -2.9723 0.2716 0.6278  0.20
H: -1.7359 -1.2035 -0.1973  0.18
H: 0.2349 -0.5036 -1.6630  0.25
H: 0.8077 -1.1291 1.3571  0.24
H: 1.6264 -1.9179 0.1276  0.24
H: 2.4991 1.0775 -1.1669  -0.17
H: 2.0037 1.8096 0.8684  -0.14

Frontier orbital gap, eV: 10.2
Energy above the lowest of the compared OMol25 structures with the same formula, charge and spin, kJ/mol: 182.6
LUMO energy, eV: 1.09
HOMO energy, eV: -9.1289

***

No. 10
Formula: C4H9AsCl6F6NiO9P2Y2
Source: OMol25
Level of theory: ωB97M-V with the def2-TZVPD basis set

Last column: Löwdin spin population.
Element x y z (Å)
Y: -0.6649 0.6328 1.8776  0.00
Y: 0.9141 1.8580 -1.8012  0.00
Ni: 2.5630 0.0362 0.7558  1.77
C: 4.0304 0.1877 -1.9511  0.01
O: 2.9192 0.7113 -1.1995  0.03
H: 3.9061 -0.4033 -2.8585  0.00
H: 4.7525 0.9521 -2.2383  0.00
H: 4.5966 -0.5710 -1.4109  0.00
P: 1.2886 2.7832 1.4015  0.01
O: 1.7137 3.7419 2.5336  0.00
O: 1.5539 1.3151 1.7336  0.08
O: 1.5346 3.0271 -0.1031  0.00
O: -0.2066 2.8053 1.7613  0.01
P: -0.3638 -0.5999 -0.6267  0.01
O: -0.2031 0.0132 -2.0364  0.00
O: -1.6000 -0.5362 0.2721  0.01
O: -0.2273 0.8665 -0.2231  0.00
O: 0.8234 -0.6819 0.3595  0.05
As: 1.6356 -2.0035 3.6415  0.00
F: 1.9807 -0.6485 4.7527  0.00
F: 0.2579 -1.0503 2.9223  0.00
F: 1.3430 -3.3934 2.5913  0.00
F: 2.9956 -2.9698 4.3027  0.00
F: 0.4949 -2.7514 4.8904  0.00
F: 2.5795 -1.1746 2.3536  0.02
C: -3.8487 -2.0662 1.8383  0.00
Cl: -5.2323 -1.0387 1.6732  0.00
Cl: -2.8525 -1.2094 3.0442  0.00
H: -4.1276 -3.0427 2.2341  0.00
H: -3.2209 -2.0677 0.9472  0.00
C: -4.0863 0.8761 -1.0644  0.00
Cl: -3.0201 2.1303 -1.7834  0.00
Cl: -5.7964 1.1293 -1.4228  0.00
H: -3.7567 -0.0408 -1.5530  0.00
H: -3.8850 0.8998 0.0066  0.00
C: 0.1212 0.3960 -5.2462  0.00
Cl: -0.3437 1.9187 -4.4156  0.00
Cl: 1.8234 0.0222 -4.8608  0.00
H: -0.3860 -0.4431 -4.7699  0.00
H: -0.0062 0.3898 -6.3287  0.00

Multiplicity: 3
Frontier orbital gap (alpha / beta), eV: 5.6 / 5.4
Energy above the lowest of the compared OMol25 structures with the same formula, charge and spin, kJ/mol: 45.3
LUMO energy (alpha / beta), eV: -1.88 / -1.99
HOMO energy (alpha / beta), eV: -7.4487 / -7.4405

***

No. 11
Formula: C4H9BF2N3O4PS
Source: OMol25
Level of theory: ωB97M-V with the def2-TZVPD basis set

Last column: natural (NBO) charge in e.
Element x y z (Å)
C: -4.6974 0.2426 2.3763  -0.42
N: -3.4198 0.9953 2.5736  -0.51
C: -2.6585 1.2453 1.4884  0.71
N: -3.3038 1.6666 0.3411  -0.86
N: -1.3531 1.0924 1.5476  -0.81
P: -0.1535 1.2997 0.2488  0.92
S: 0.6977 -0.3533 -0.1290  -0.32
H: -5.5011 0.7527 2.8765  0.23
H: -4.5899 -0.7416 2.7979  0.22
H: -4.9529 0.1288 1.3393  0.22
H: -2.8526 0.4629 3.2192  0.39
H: -2.8633 2.4576 -0.0988  0.41
H: -3.4428 0.9151 -0.3213  0.42
H: -0.9429 0.7736 2.4148  0.44
H: 0.6652 2.3586 0.6596  -0.01
H: -0.8812 1.7765 -0.8422  -0.03
B: 3.8824 -2.0661 -1.3092  1.25
O: 3.3629 -1.1732 -2.3900  -0.68
C: 4.3206 -0.9771 -3.2788  0.67
O: 4.2293 -0.3048 -4.2671  -0.58
C: 5.5724 -1.7586 -2.8254  0.67
O: 6.6190 -1.7942 -3.4058  -0.57
O: 5.2870 -2.3708 -1.6916  -0.66
F: 3.1246 -3.2221 -1.2410  -0.54
F: 3.8516 -1.4056 -0.0830  -0.55

Frontier orbital gap, eV: 5.8
LUMO energy, eV: -2.11
HOMO energy, eV: -7.9507

***

No. 12
Formula: C4H9BN2O6
Source: OMol25
Level of theory: ωB97M-V with the def2-TZVPD basis set

Last column: natural (NBO) charge in e.
Element x y z (Å)
C: 3.1296 -0.2996 0.7133  -0.65
C: 1.9236 0.7867 0.3284  -0.08
O: 1.2852 0.2616 -0.8879  -0.77
B: -0.1000 0.7437 -1.0523  1.32
O: -0.3047 2.2246 -1.1030  -0.94
N: -1.1923 -0.2984 -1.2076  -0.77
C: -2.3343 -0.1090 -0.2344  0.05
O: -2.0387 0.7577 0.9167  -0.42
N: -2.8689 0.3921 1.9091  0.36
O: -3.8036 1.1725 2.0317  -0.24
C: -0.6672 -1.7181 -1.1013  0.89
O: -0.8345 -2.5000 -2.2040  -0.54
O: -0.0417 -2.3161 0.1000  -0.68
H: 4.0192 -0.1596 -0.0677  0.22
H: 2.7211 -1.4064 0.5434  0.23
H: 3.5770 -0.1347 1.7818  0.22
H: 2.4920 1.8169 0.1316  0.19
H: 1.2024 0.9732 1.2305  0.18
H: -0.1841 2.4745 -2.0793  0.51
H: -3.2753 0.2083 -0.8617  0.22
H: -2.5819 -1.1832 0.2129  0.21
H: -0.1230 -1.6869 0.9000  0.49

Frontier orbital gap, eV: 9.5
LUMO energy, eV: -1.10
HOMO energy, eV: -10.6477